Entry 1:
# C5H10N2O3P

A molecular structure, C5H10N2O3P in a non-equilibrium geometry (ωB97M-V/def2-TZVPD, the OMol25 dataset).

Output
LUMO energy: -3.617 eV
HOMO-LUMO gap: 0.39669 hartree
ΔE to the lowest compared entry with this formula, charge and spin: 6.3 kcal/mol

Structure (ORCA input):
```
! wB97M-V def2-TZVPD RIJCOSX def2/J DEFGRID3
* xyz 1 1
C -3.679 -0.633 0.620
C 0.735 0.067 -0.424
C 2.981 -0.564 -0.994
C 2.580 1.103 0.754
C -2.445 -0.669 1.193
N -4.715 -0.607 0.072
N 1.984 0.211 -0.226
O -2.423 1.802 -0.372
O -0.170 0.609 0.282
O -1.538 -0.444 -1.524
P -1.748 0.482 -0.412
H 0.383 -0.644 -1.353
H 3.811 0.200 -1.182
H 3.241 -1.398 -0.209
H 2.464 -1.017 -1.855
H 3.193 1.798 0.113
H 1.799 1.489 1.399
H 3.075 0.460 1.502
H -1.910 -1.601 1.149
H -2.327 -0.029 2.192
H -5.293 -0.617 -0.726
*
```

***

Entry 2:
# C40H37BF3N3O5S

A molecular structure, C40H37BF3N3O5S in a non-equilibrium geometry (ωB97M-V/def2-TZVPD, the OMol25 dataset).

Output
LUMO energy: -0.982 eV
HOMO-LUMO gap: 0.24416 hartree
ΔE to the lowest compared entry with this formula, charge and spin: 36.8 kcal/mol

Structure (ORCA input):
```
! wB97M-V def2-TZVPD RIJCOSX def2/J DEFGRID3
* xyz 0 1
C -2.092 5.691 1.056
N -2.005 4.248 1.032
C -3.128 3.469 1.142
O -4.276 3.866 1.285
C -2.676 1.999 1.056
C -3.430 1.165 0.038
C -4.924 1.104 0.252
C -5.797 1.375 -0.804
C -7.173 1.366 -0.588
C -7.674 1.052 0.686
C -6.791 0.733 1.730
C -5.414 0.739 1.507
N -1.268 2.142 0.733
C -0.489 1.030 0.605
C 0.670 0.936 -0.104
C 1.787 0.065 0.342
C 3.169 0.544 -0.131
C 4.248 -0.268 -0.545
C 5.562 0.107 -0.279
C 5.800 1.427 0.157
N 7.104 1.821 0.595
O 7.275 3.004 0.981
O 8.019 0.965 0.585
C 4.757 2.348 0.278
C 3.454 1.916 0.068
C -0.812 3.542 0.594
C -0.463 3.918 -0.860
C 0.376 3.838 1.528
H -3.111 5.997 1.304
H -1.407 6.093 1.808
H -1.826 6.100 0.077
H -2.832 1.554 2.060
H -3.219 1.522 -0.981
H -3.018 0.148 0.092
H -5.383 1.611 -1.784
H -7.853 1.613 -1.405
H -8.756 1.055 0.866
H -7.170 0.491 2.724
H -4.709 0.489 2.300
H -0.867 0.140 1.121
H 0.826 1.543 -0.965
H 1.813 0.270 1.452
H 4.087 -1.223 -1.027
H 6.409 -0.568 -0.353
H 4.994 3.369 0.585
H 2.637 2.640 0.194
H -1.283 3.635 -1.540
H -0.325 5.009 -0.920
H 0.467 3.439 -1.189
H 0.062 3.721 2.573
H 1.184 3.135 1.314
H 0.722 4.865 1.363
C 2.234 -6.545 -3.009
C 1.456 -5.491 -2.316
C 0.506 -5.676 -1.309
C 0.019 -4.449 -0.820
C 0.568 -3.331 -1.447
B 1.685 -1.438 0.692
C 0.173 -1.981 -1.254
C 0.617 -1.022 -2.182
C -0.357 -0.398 -2.937
C -1.694 -0.568 -2.575
C -2.740 0.148 -3.363
F -4.007 -0.257 -3.051
F -2.689 1.505 -3.124
F -2.603 -0.007 -4.701
C -2.085 -1.327 -1.480
C -1.091 -1.791 -0.628
O 1.027 -2.113 1.762
C 2.029 -2.947 2.219
C 3.121 -2.919 1.333
C 4.417 -3.152 1.735
C 4.566 -3.564 3.067
C 3.463 -3.724 3.909
C 2.157 -3.387 3.506
O 2.725 -2.270 0.197
S 1.813 -3.816 -2.578
H 1.771 -7.525 -2.883
H 2.283 -6.333 -4.078
H 3.239 -6.583 -2.574
H 0.122 -6.662 -1.017
H -0.743 -4.370 -0.046
H 1.676 -0.898 -2.395
H -0.089 0.206 -3.796
H -3.140 -1.515 -1.271
H -1.340 -2.227 0.345
H 5.232 -2.996 1.022
H 5.573 -3.790 3.406
H 3.596 -4.138 4.908
H 1.261 -3.438 4.125
*
```